DFT (ωB97M-V/def2-TZVPD) results for a structure of composition C12H24BrCsF2ILiMg2N3O15P2S3.

ORCA input file:
```
! RIJCOSX wB97M-V def2-TZVPD def2/J DEFGRID3
* xyz 1 1
C 4.41 -1.63 0.44
C 3.71 -0.43 1.05
C 4.57 0.29 2.10
C 3.12 0.48 -0.02
C 4.15 1.23 -0.84
C 2.17 1.49 0.57
O 0.95 0.89 1.15
S -0.36 0.70 0.28
P -2.11 0.44 1.83
O -2.15 -1.12 2.18
I -1.31 1.40 3.86
H 3.90 -1.99 -0.44
H 4.39 -2.42 1.18
H 5.46 -1.43 0.23
H 2.86 -0.83 1.62
H 5.36 -0.36 2.44
H 4.97 1.23 1.73
H 3.97 0.49 2.98
H 2.53 -0.15 -0.69
H 4.65 0.59 -1.54
H 3.64 1.98 -1.44
H 4.87 1.76 -0.23
H 2.62 2.02 1.40
H 1.86 2.20 -0.19
H -0.35 -0.51 -0.31
H -1.80 -1.68 1.49
N 2.69 -2.12 3.95
O 2.80 -1.04 4.52
O 3.69 -2.72 3.51
O 1.56 -2.62 3.80
Li -0.33 -2.07 -0.19
N -6.30 -1.25 -0.55
S -7.82 -1.81 -0.48
O -8.54 -1.30 0.63
O -7.95 -3.17 -0.84
F -8.35 -1.00 -1.72
S -5.37 -1.75 0.57
O -4.15 -0.96 0.62
O -5.19 -3.16 0.73
F -6.07 -1.30 1.91
Mg -2.66 -1.84 -1.42
O 3.31 -3.51 -2.60
P 4.78 -3.13 -2.98
O 4.94 -1.64 -2.83
O 5.06 -3.59 -4.37
O 5.76 -3.89 -1.97
Cs 2.71 -5.04 -3.71
Mg 6.84 -4.91 -1.06
C -0.04 -1.29 -7.81
C 0.99 -2.16 -7.28
N 1.83 -2.85 -6.85
H -0.98 -1.47 -7.30
H 0.25 -0.25 -7.67
H -0.17 -1.48 -8.87
Br 0.53 0.99 -2.16
O -2.92 4.02 0.45
C -3.40 4.39 1.49
O -2.65 4.93 2.47
C -3.46 5.17 3.64
C -4.89 5.27 3.13
C -4.85 4.31 1.93
H -3.32 4.33 4.33
H -3.12 6.08 4.13
H -5.64 5.01 3.88
H -5.09 6.28 2.79
H -5.07 3.28 2.22
H -5.51 4.61 1.12
*
```

Properties
- Maximum force: 10.4 eV/A
- Energy: -194299.9748 eV
- LUMO: -8.25 eV

DFT (ωB97M-V/def2-TZVPD) results for a cluster of 2 separate species, C29H35N3O2 in total.

ORCA input file:
```
! RIJCOSX wB97M-V def2-TZVPD def2/J DEFGRID3
* xyz 0 1
C -5.65 -3.78 1.12
N -5.30 -2.66 1.96
C -6.28 -2.40 3.00
C -4.11 -2.02 1.84
C -3.84 -0.78 2.50
C -2.66 -0.09 2.27
C -1.62 -0.65 1.47
C -0.38 0.03 1.22
C 0.86 -0.64 1.35
C 2.05 -0.15 0.74
C 3.25 -0.83 0.89
C 3.35 -1.98 1.73
N 4.54 -2.60 1.94
C 4.70 -3.67 2.90
C 5.67 -2.40 1.05
C 2.17 -2.45 2.37
C 0.96 -1.82 2.16
C -1.86 -1.94 0.89
C -3.08 -2.57 1.02
H -5.40 -3.57 0.07
H -5.16 -4.72 1.41
H -6.74 -3.92 1.20
H -6.13 -1.43 3.48
H -7.26 -2.42 2.52
H -6.28 -3.19 3.77
H -4.59 -0.34 3.16
H -2.49 0.88 2.73
H -0.35 1.11 1.12
H 2.00 0.75 0.14
H 4.13 -0.45 0.38
H 4.26 -3.40 3.87
H 4.24 -4.61 2.57
H 5.77 -3.83 3.03
H 5.75 -1.36 0.74
H 6.57 -2.69 1.60
H 5.59 -3.03 0.15
H 2.20 -3.31 3.04
H 0.06 -2.21 2.64
H -1.06 -2.41 0.31
H -3.24 -3.52 0.51
C 0.70 0.71 -5.75
C -0.52 0.50 -4.88
O -0.20 1.03 -3.57
C -1.14 0.74 -2.66
C -1.03 1.58 -1.41
C -2.28 1.76 -0.64
N 0.04 2.31 -1.34
C 0.31 3.40 -0.69
C 1.40 4.26 -1.12
C 1.77 5.41 -0.38
C 2.82 6.21 -0.81
C 3.50 5.89 -2.00
C 3.13 4.76 -2.75
C 2.08 3.95 -2.32
O -2.04 -0.06 -2.83
H 0.46 0.36 -6.76
H 0.99 1.76 -5.82
H 1.55 0.12 -5.39
H -1.38 1.05 -5.28
H -0.77 -0.57 -4.79
H -3.04 1.13 -1.11
H -2.17 1.42 0.39
H -2.58 2.82 -0.60
H -0.28 3.71 0.19
H 1.21 5.64 0.53
H 3.12 7.08 -0.22
H 4.32 6.52 -2.34
H 3.66 4.50 -3.66
H 1.75 3.08 -2.88
*
```

Properties
- Maximum force: 2.2 eV/A
- Energy: -39202.5642 eV
- LUMO: -1.47 eV
- Relative energy (zero: lowest compared OMol25 entry of this formula, charge and spin): 491.8 kJ/mol

DFT (ωB97M-V/def2-TZVPD) results for a cluster of 11 separate species, C34H92BO13S in total.

ORCA input file:
```
! RIJCOSX wB97M-V def2-TZVPD def2/J DEFGRID3
* xyz 1 1
C -2.67 -4.66 -3.39
C -1.47 -3.75 -3.36
O -0.28 -4.56 -3.03
S 0.87 -3.95 -2.14
B 0.23 -3.82 -0.30
O -0.19 -4.96 0.25
O 0.32 -2.64 0.29
C -0.50 -1.50 -0.13
C -0.51 -0.49 0.98
H -2.66 -5.35 -2.55
H -3.58 -4.06 -3.32
H -2.71 -5.24 -4.31
H -1.26 -3.31 -4.33
H -1.57 -2.96 -2.62
H 0.94 -2.65 -2.48
H -0.15 -5.77 -0.29
H -0.07 -1.07 -1.04
H -1.51 -1.86 -0.35
H -0.88 -0.96 1.90
H -1.14 0.36 0.72
H 0.51 -0.16 1.18
C -0.27 4.93 0.01
C 0.15 3.54 -0.41
C 0.50 3.43 -1.88
O -0.89 2.61 -0.05
H -1.17 5.25 -0.52
H -0.50 4.93 1.08
H 0.51 5.67 -0.17
H 1.01 3.22 0.19
H -0.37 3.70 -2.49
H 0.80 2.42 -2.14
H 1.31 4.11 -2.14
H -1.67 2.85 -0.56
C 0.15 1.14 4.57
C 0.21 2.61 4.94
C -1.14 3.17 5.35
O 0.75 3.37 3.85
H -0.52 1.00 3.71
H 1.14 0.77 4.31
H -0.24 0.54 5.40
H 0.92 2.75 5.75
H -1.86 3.08 4.54
H -1.05 4.23 5.61
H -1.54 2.64 6.22
H 0.14 3.28 3.10
C 3.92 -3.48 -4.44
C 4.56 -2.14 -4.16
C 5.71 -2.24 -3.17
O 3.59 -1.19 -3.68
H 3.48 -3.89 -3.53
H 3.12 -3.37 -5.18
H 4.64 -4.20 -4.83
H 4.92 -1.72 -5.10
H 5.36 -2.63 -2.21
H 6.16 -1.26 -3.00
H 6.48 -2.92 -3.54
H 3.35 -1.47 -2.79
C -1.04 6.62 3.52
C -0.92 7.86 2.65
C -0.68 9.10 3.49
O -2.09 8.01 1.84
H -1.89 6.72 4.19
H -1.21 5.74 2.91
H -0.14 6.46 4.12
H -0.10 7.74 1.94
H -1.52 9.26 4.18
H -0.60 9.99 2.86
H 0.23 9.02 4.09
H -2.83 8.13 2.45
C -3.78 7.39 6.83
C -4.46 8.39 5.92
C -5.95 8.50 6.20
O -4.23 8.06 4.55
H -4.21 6.39 6.68
H -2.71 7.34 6.62
H -3.91 7.65 7.88
H -4.00 9.37 6.05
H -6.43 7.53 6.03
H -6.42 9.23 5.54
H -6.14 8.79 7.23
H -4.63 7.20 4.38
C 5.26 -7.89 -7.50
C 4.64 -6.52 -7.33
C 4.04 -6.01 -8.64
O 5.58 -5.59 -6.80
H 6.07 -7.85 -8.23
H 5.68 -8.25 -6.56
H 4.52 -8.61 -7.86
H 3.85 -6.57 -6.57
H 4.83 -5.92 -9.39
H 3.59 -5.03 -8.50
H 3.29 -6.70 -9.02
H 6.31 -5.51 -7.44
C -2.80 -8.54 1.81
C -3.34 -7.13 1.94
C -3.74 -6.55 0.59
O -2.39 -6.28 2.59
H -1.90 -8.55 1.18
H -2.53 -8.94 2.79
H -3.53 -9.21 1.36
H -4.21 -7.13 2.60
H -2.86 -6.50 -0.07
H -4.13 -5.53 0.71
H -4.50 -7.16 0.11
H -1.60 -6.24 2.05
C 4.39 9.69 6.21
C 2.87 9.65 6.28
C 2.35 8.24 6.51
O 2.29 10.22 5.11
H 4.74 9.08 5.38
H 4.74 10.71 6.06
H 4.83 9.30 7.13
H 2.53 10.30 7.09
H 2.64 7.59 5.68
H 1.26 8.24 6.56
H 2.74 7.81 7.43
H 2.57 9.68 4.35
C -3.35 2.64 2.06
C -4.20 1.81 3.00
C -4.98 0.73 2.28
O -5.08 2.64 3.76
H -3.99 3.16 1.33
H -2.80 3.41 2.60
H -2.64 2.02 1.51
H -3.55 1.35 3.75
H -5.67 1.18 1.56
H -5.56 0.14 2.98
H -4.31 0.06 1.73
H -5.68 3.08 3.15
C 3.75 -11.80 -9.44
C 2.54 -10.91 -9.19
C 1.23 -11.67 -9.33
O 2.57 -9.77 -10.04
H 3.71 -12.20 -10.46
H 4.67 -11.24 -9.32
H 3.76 -12.65 -8.75
H 2.61 -10.49 -8.18
H 1.13 -12.06 -10.34
H 0.39 -11.01 -9.13
H 1.19 -12.51 -8.64
H 2.51 -10.07 -10.95
*
```

Properties
- Maximum force: 0.5 eV/A
- Energy: -74873.4869 eV
- LUMO: -4.25 eV

DFT (ωB97M-V/def2-TZVPD) results for a structure of composition C3H2N2O2.

ORCA input file:
```
! RIJCOSX wB97M-V def2-TZVPD def2/J DEFGRID3
* xyz 0 1
N -1.51 -1.04 0.23
C -0.48 -0.29 0.33
O 0.69 -0.59 -0.30
C 1.86 0.13 -0.11
O 2.84 -0.13 -0.73
C -1.35 0.87 0.32
N -2.10 1.71 0.05
H -1.50 -1.66 -0.56
H 1.75 0.91 0.65
*
```

Properties
- Maximum force: 2.7 eV/A
- Energy: -10215.0531 eV
- LUMO: -0.81 eV
- Relative energy (zero: lowest compared OMol25 entry of this formula, charge and spin): 302.6 kJ/mol

DFT (ωB97M-V/def2-TZVPD) results for a structure of composition C30H38N3ORhS2Si.

ORCA input file:
```
! RIJCOSX wB97M-V def2-TZVPD def2/J DEFGRID3
* xyz 2 1
Rh -0.25 -0.18 0.54
C 0.73 -1.52 -0.58
Si 1.54 -0.32 -1.80
C -0.05 0.59 -2.29
N -0.83 0.97 -1.07
C -2.30 0.94 -1.34
C -2.72 2.01 -2.34
C -2.05 3.36 -2.04
C -1.45 3.38 -0.63
C -0.38 2.30 -0.53
C 2.67 0.76 -0.79
C 3.16 1.96 -1.33
C 4.01 2.77 -0.59
C 4.37 2.41 0.71
C 3.89 1.23 1.25
C 3.05 0.41 0.51
C 2.25 -1.07 -3.32
C 3.64 -1.07 -3.53
C 4.18 -1.65 -4.67
C 3.35 -2.24 -5.61
C 1.98 -2.26 -5.41
C 1.43 -1.68 -4.28
H 1.38 -2.12 0.04
H 0.01 -2.15 -1.12
H -0.65 -0.09 -2.89
H 0.12 1.48 -2.91
H -2.80 1.08 -0.38
H -2.54 -0.07 -1.68
H -3.81 2.10 -2.27
H -2.50 1.68 -3.35
H -2.76 4.18 -2.16
H -1.25 3.55 -2.76
H -2.23 3.23 0.12
H -0.99 4.34 -0.41
H -0.05 2.18 0.51
H 0.51 2.60 -1.09
H 2.90 2.25 -2.34
H 4.39 3.68 -1.02
H 5.03 3.04 1.28
H 4.19 0.94 2.25
H 2.72 -0.53 0.94
H 4.29 -0.60 -2.81
H 5.26 -1.64 -4.82
H 3.78 -2.70 -6.49
H 1.33 -2.72 -6.15
H 0.36 -1.71 -4.15
N 1.90 -2.37 2.66
C 1.33 -1.27 3.17
N 0.40 -0.58 2.55
C -0.05 0.50 3.34
C -1.10 1.35 3.02
C -1.40 2.38 3.90
C -0.68 2.55 5.08
C 0.35 1.68 5.41
C 0.65 0.65 4.53
S 1.82 -0.63 4.70
H 1.44 -2.85 1.90
H 2.54 -2.91 3.21
H -1.70 1.21 2.12
H -2.21 3.06 3.67
H -0.93 3.36 5.75
H 0.89 1.80 6.34
O -2.00 -1.12 0.61
S -1.97 -2.52 1.34
C -3.14 -2.32 2.71
C -4.52 -2.66 2.15
C -4.29 -3.87 1.25
C -3.12 -3.51 0.34
H -3.01 -1.30 3.08
H -2.82 -3.02 3.48
H -4.91 -1.83 1.58
H -5.21 -2.88 2.96
H -5.16 -4.12 0.65
H -4.05 -4.75 1.84
H -3.42 -2.82 -0.46
H -2.58 -4.35 -0.09
*
```

Properties
- Maximum force: 1.3 eV/A
- Energy: -70787.7910 eV
- LUMO: -6.68 eV
- Relative energy (zero: lowest compared OMol25 entry of this formula, charge and spin): 22.2 kJ/mol

DFT (ωB97M-V/def2-TZVPD) results for a structure of composition C30H27MoN2O3P2S2.

ORCA input file:
```
! RIJCOSX wB97M-V def2-TZVPD def2/J DEFGRID3
* xyz 1 3
Mo 0.29 0.02 0.46
S 2.52 0.46 1.58
P 2.20 2.26 0.69
C 0.82 1.92 -0.35
P -0.67 2.81 -0.04
S -1.36 1.80 1.57
C -0.55 4.58 0.27
C -0.11 5.38 -0.79
C 0.02 6.75 -0.61
C -0.32 7.32 0.61
C -0.79 6.53 1.65
C -0.89 5.16 1.49
C -1.69 2.73 -1.52
C -2.91 3.42 -1.52
C -3.65 3.49 -2.69
C -3.18 2.89 -3.85
C -1.97 2.21 -3.84
C -1.22 2.12 -2.68
C 3.59 2.68 -0.38
C 4.82 2.05 -0.29
C 5.83 2.40 -1.18
C 5.60 3.36 -2.15
C 4.36 3.99 -2.24
C 3.35 3.64 -1.36
C 2.15 3.49 2.02
C 1.57 3.16 3.25
C 1.59 4.07 4.29
C 2.21 5.30 4.12
C 2.80 5.63 2.91
C 2.77 4.73 1.85
H 0.09 4.93 -1.75
H 0.35 7.37 -1.43
H -0.22 8.39 0.75
H -1.07 6.98 2.59
H -1.26 4.53 2.30
H -3.27 3.88 -0.61
H -4.59 4.02 -2.70
H -3.75 2.97 -4.76
H -1.61 1.74 -4.75
H -0.28 1.59 -2.66
H 4.98 1.29 0.46
H 6.79 1.91 -1.12
H 6.39 3.63 -2.84
H 4.18 4.74 -3.00
H 2.37 4.10 -1.43
H 1.12 2.19 3.39
H 1.14 3.81 5.23
H 2.23 6.01 4.94
H 3.29 6.59 2.79
H 3.25 4.98 0.92
C -1.78 -2.68 3.30
C -1.29 -1.91 2.13
N -0.15 -1.27 2.13
O 0.53 -1.35 3.31
C -2.04 -1.71 0.90
C -3.35 -2.32 0.54
N -1.36 -0.90 0.17
O -1.44 -0.22 -0.91
H -0.95 -3.16 3.80
H -2.53 -3.41 3.01
H -2.24 -1.99 4.01
H 1.39 -0.96 3.14
H -4.15 -1.94 1.17
H -3.31 -3.41 0.66
H -3.58 -2.10 -0.50
O 1.60 -2.32 -1.11
C 1.18 -1.44 -0.52
*
```

Properties
- Expectation value of S²: 2.019
- Maximum force: 2.2 eV/A
- Energy: -82768.1587 eV
- LUMO (spin up / spin down): -2.83 / -4.61 eV
- Relative energy (zero: lowest compared OMol25 entry of this formula, charge and spin): 45.0 kJ/mol

DFT (ωB97M-V/def2-TZVPD) results for a cluster of 2 separate species, C5H16N2O in total.

ORCA input file:
```
! RIJCOSX wB97M-V def2-TZVPD def2/J DEFGRID3
* xyz 0 1
N 1.00 -1.06 -1.50
C 0.27 -0.34 -0.47
C -0.27 1.06 -1.04
C 0.69 2.24 -0.81
C -1.61 1.33 -0.38
C 0.95 -0.08 0.90
N 0.80 -1.13 1.92
H 1.08 -2.05 -1.28
H 1.96 -0.74 -1.59
H -0.64 -0.91 -0.29
H -0.34 0.76 -2.09
H 1.57 2.07 -0.21
H 0.89 2.66 -1.80
H 0.18 3.08 -0.33
H -2.35 0.55 -0.55
H -1.54 1.40 0.71
H -2.06 2.21 -0.85
H 1.99 0.20 0.70
H 0.43 0.78 1.30
H 1.40 -1.95 1.80
H 1.05 -0.66 2.79
H -1.11 -3.10 0.60
H -2.37 -2.93 1.60
O -1.97 -3.39 0.86
*
```

Properties
- Maximum force: 2.5 eV/A
- Energy: -10471.5976 eV
- SMILES string: CC(C)[C@@H](N)CN.O
- LUMO: 0.77 eV
- Relative energy (zero: lowest compared OMol25 entry of this formula, charge and spin): 89.2 kJ/mol

- Among the records above, which one has the highest maximum force?
  C12H24BrCsF2ILiMg2N3O15P2S3

- Look up the maximum force of the third one.
  0.5 eV/A

- What is the formula in the seventh record?
  C5H16N2O

Repeat the fifth record exactly.
DFT (ωB97M-V/def2-TZVPD) results for a structure of composition C30H38N3ORhS2Si.

ORCA input file:
```
! RIJCOSX wB97M-V def2-TZVPD def2/J DEFGRID3
* xyz 2 1
Rh -0.25 -0.18 0.54
C 0.73 -1.52 -0.58
Si 1.54 -0.32 -1.80
C -0.05 0.59 -2.29
N -0.83 0.97 -1.07
C -2.30 0.94 -1.34
C -2.72 2.01 -2.34
C -2.05 3.36 -2.04
C -1.45 3.38 -0.63
C -0.38 2.30 -0.53
C 2.67 0.76 -0.79
C 3.16 1.96 -1.33
C 4.01 2.77 -0.59
C 4.37 2.41 0.71
C 3.89 1.23 1.25
C 3.05 0.41 0.51
C 2.25 -1.07 -3.32
C 3.64 -1.07 -3.53
C 4.18 -1.65 -4.67
C 3.35 -2.24 -5.61
C 1.98 -2.26 -5.41
C 1.43 -1.68 -4.28
H 1.38 -2.12 0.04
H 0.01 -2.15 -1.12
H -0.65 -0.09 -2.89
H 0.12 1.48 -2.91
H -2.80 1.08 -0.38
H -2.54 -0.07 -1.68
H -3.81 2.10 -2.27
H -2.50 1.68 -3.35
H -2.76 4.18 -2.16
H -1.25 3.55 -2.76
H -2.23 3.23 0.12
H -0.99 4.34 -0.41
H -0.05 2.18 0.51
H 0.51 2.60 -1.09
H 2.90 2.25 -2.34
H 4.39 3.68 -1.02
H 5.03 3.04 1.28
H 4.19 0.94 2.25
H 2.72 -0.53 0.94
H 4.29 -0.60 -2.81
H 5.26 -1.64 -4.82
H 3.78 -2.70 -6.49
H 1.33 -2.72 -6.15
H 0.36 -1.71 -4.15
N 1.90 -2.37 2.66
C 1.33 -1.27 3.17
N 0.40 -0.58 2.55
C -0.05 0.50 3.34
C -1.10 1.35 3.02
C -1.40 2.38 3.90
C -0.68 2.55 5.08
C 0.35 1.68 5.41
C 0.65 0.65 4.53
S 1.82 -0.63 4.70
H 1.44 -2.85 1.90
H 2.54 -2.91 3.21
H -1.70 1.21 2.12
H -2.21 3.06 3.67
H -0.93 3.36 5.75
H 0.89 1.80 6.34
O -2.00 -1.12 0.61
S -1.97 -2.52 1.34
C -3.14 -2.32 2.71
C -4.52 -2.66 2.15
C -4.29 -3.87 1.25
C -3.12 -3.51 0.34
H -3.01 -1.30 3.08
H -2.82 -3.02 3.48
H -4.91 -1.83 1.58
H -5.21 -2.88 2.96
H -5.16 -4.12 0.65
H -4.05 -4.75 1.84
H -3.42 -2.82 -0.46
H -2.58 -4.35 -0.09
*
```

Properties
- Maximum force: 1.3 eV/A
- Energy: -70787.7910 eV
- LUMO: -6.68 eV
- Relative energy (zero: lowest compared OMol25 entry of this formula, charge and spin): 22.2 kJ/mol